1.
An isolated molecule of C4H8N2O2, computed with wB97M-V/def2-TZVPD.

Positions of all 16 atoms, in Å:
1 C 0.6140 -1.4093 -0.5841
2 C 0.3519 -0.0465 0.0871
3 C -0.8069 -0.2168 1.0770
4 C -0.1092 0.9175 -0.9877
5 N -2.0060 -0.4036 0.5098
6 N 0.6724 1.9466 -1.0768
7 O 1.4904 0.3790 0.8153
8 O -0.6003 -0.1989 2.2743
9 H 1.2841 0.2217 1.7405
10 H -2.1004 -0.2439 -0.4864
11 H -2.8231 -0.4980 1.0883
12 H 1.4874 2.0680 -0.4680
13 H 0.4919 2.6804 -1.7531
14 H -0.2211 -1.6811 -1.2233
15 H 0.7584 -2.1797 0.1749
16 H 1.5165 -1.3354 -1.1876

Its total charge is 0. The HOMO energy comes out at -8.70 eV. The spin multiplicity is 1. As for the relative energy (zero: lowest compared OMol25 entry of this formula, charge and spin): 2.002 eV. As for the frontier orbital gap: 9.628 eV.

Here is what natural (NBO) gives for the atomic charges, in e: C -0.604; C 0.017; C 0.668; C 0.062; N -0.815; N -0.725; O -0.745; O -0.635; H 0.503; H 0.424; H 0.404; H 0.391; H 0.392; H 0.220; H 0.220; H 0.221

2.
A cluster of 2 separate species, C3H8NO3S in total in a non-equilibrium geometry, computed with wB97M-V/def2-TZVPD.

Positions of all 16 atoms, in Å:
1 O 1.7733 0.6685 -0.8207
2 C 0.9073 0.7795 0.0911
3 O 0.7501 1.7232 0.8844
4 C -0.3526 -0.2579 -0.0365
5 C -1.4726 0.3131 0.7673
6 S -2.9602 -0.7059 0.6517
7 N -0.6085 -0.1915 -1.5002
8 H -0.1157 -1.3019 0.1074
9 H -1.2915 0.7416 1.7656
10 H -1.7492 1.2952 0.3627
11 H -2.5075 -1.5052 -0.3607
12 H 0.1474 -0.5450 -2.0550
13 H -0.8157 0.7447 -1.8208
14 H 2.5146 -0.1640 1.2262
15 H 2.8025 -0.6780 -0.0962
16 O 2.9784 -0.9161 0.8338

Its total charge is -1. The HOMO energy comes out at -4.40 eV. The spin multiplicity is 1. As for the relative energy (zero: lowest compared OMol25 entry of this formula, charge and spin): 1.214 eV. As for the frontier orbital gap: 7.616 eV.

Here is what natural (NBO) gives for the atomic charges, in e: O -0.818; C 0.749; O -0.755; C -0.191; C -0.537; S -0.120; N -0.857; H 0.202; H 0.260; H 0.214; H 0.145; H 0.377; H 0.350; H 0.469; H 0.497; O -0.985

3.
The ion C6H9BrN3O with charge +1 in a non-equilibrium geometry, computed with wB97M-V/def2-TZVPD.

Positions of all 20 atoms, in Å:
1 C 1.7924 1.7056 -0.1724
2 C 0.3601 0.4112 -1.3087
3 C 0.8496 -0.3475 0.8941
4 C 2.1872 0.5545 0.8317
5 C -0.3480 0.4239 0.1937
6 C -1.6469 -0.2183 0.4458
7 N 1.4358 1.0180 -1.3574
8 N -0.4174 1.7018 0.5083
9 N -0.3944 -0.3587 -2.0881
10 O 0.6634 2.4151 0.2954
11 Br 3.6742 -0.3041 -0.0763
12 H 2.7185 2.1905 -0.3373
13 H 0.9471 -1.3900 0.4461
14 H 0.7133 -0.3910 1.9797
15 H 2.3358 0.9817 1.8689
16 H -1.8758 -0.2384 1.4723
17 H -1.6583 -1.3067 0.0399
18 H -2.3412 0.2989 -0.0665
19 H -1.3994 -0.2056 -2.1972
20 H 0.0757 -0.8133 -2.9096

Its total charge is +1. The HOMO energy (alpha / beta) comes out at -14.24 / -14.24 eV. The spin multiplicity is 1. As for the relative energy (zero: lowest compared OMol25 entry of this formula, charge and spin): 3.748 eV. As for the frontier orbital gap (alpha / beta): 7.775 / 7.774 eV.

Here is what natural (NBO) gives for the atomic charges, in e: C 0.143; C 0.541; C -0.415; C -0.282; C -0.026; C -0.614; N -0.389; N 0.184; N -0.799; O -0.156; Br 0.127; H 0.267; H 0.275; H 0.263; H 0.265; H 0.257; H 0.247; H 0.229; H 0.438; H 0.445

4.
A cluster of 11 separate species, C56H109F15O28 in total in a non-equilibrium geometry, computed with wB97M-V/def2-TZVPD.

Positions of all 208 atoms, in Å:
1 C -6.4849 -0.9819 0.2024
2 C -5.8899 0.2648 -0.4693
3 O -5.5122 0.0731 -1.8334
4 C -5.0593 0.9876 -2.7078
5 O -4.9358 2.1681 -2.4830
6 C -4.6266 0.3607 -4.0747
7 F -3.3391 0.7377 -4.2081
8 F -4.7414 -0.9258 -4.1944
9 F -5.3552 1.0143 -5.0285
10 H -7.5678 -0.8687 0.2537
11 H -6.2882 -1.0951 1.2685
12 H -6.2079 -1.9242 -0.2702
13 H -4.9398 0.3461 0.0588
14 H -6.4654 1.1816 -0.3412
15 C 7.8717 -4.2650 -7.7895
16 C 6.7281 -4.3371 -6.7298
17 O 6.2974 -2.9986 -6.4828
18 C 5.2479 -2.8421 -5.6827
19 O 4.7505 -3.7819 -4.9999
20 C 4.6390 -1.4833 -5.7376
21 F 5.3050 -0.5741 -6.4731
22 F 3.4153 -1.5045 -6.2616
23 F 4.5028 -0.9717 -4.5368
24 H 8.5657 -3.4717 -7.5118
25 H 7.4145 -4.0943 -8.7641
26 H 8.3157 -5.2527 -7.6653
27 H 7.1228 -4.7456 -5.7995
28 H 5.9474 -4.9851 -7.1280
29 C -2.0401 4.8233 4.7213
30 C -1.8298 6.0802 5.5298
31 O -0.4912 6.1499 6.0195
32 C 0.5675 6.4790 5.2873
33 O 0.4888 6.8900 4.1649
34 C 1.9073 6.4770 6.0485
35 F 1.7830 6.1802 7.3360
36 F 2.7201 5.5813 5.5526
37 F 2.5311 7.6102 5.9427
38 H -1.7940 4.0132 5.4077
39 H -1.4853 4.7648 3.7848
40 H -3.0766 4.7864 4.3859
41 H -2.4949 6.0242 6.3916
42 H -2.1014 6.9395 4.9166
43 C 4.1946 -2.5062 -0.7768
44 C 4.8551 -3.1218 0.4581
45 O 4.1672 -2.7928 1.6614
46 C 4.1548 -1.5422 2.2335
47 O 4.8173 -0.6196 1.7397
48 C 3.3959 -1.4568 3.6266
49 F 2.6640 -0.3427 3.6965
50 F 2.5630 -2.4706 3.8482
51 F 4.3322 -1.3892 4.6062
52 H 3.1642 -2.8053 -0.9692
53 H 4.7592 -2.7961 -1.6629
54 H 4.2126 -1.4169 -0.8086
55 H 5.9049 -2.8314 0.4983
56 H 4.8172 -4.2022 0.3192
57 C 1.1227 3.8980 0.8060
58 C 1.4298 4.4231 2.2368
59 O 2.7109 3.9575 2.5361
60 C 2.9395 3.1387 3.5952
61 O 2.0872 2.5943 4.3235
62 C 4.4107 2.8099 3.8031
63 F 5.0427 3.9645 4.1289
64 F 4.5271 1.9122 4.8299
65 F 4.9812 2.3010 2.6788
66 H 0.1435 4.2150 0.4473
67 H 1.1828 2.8100 0.7783
68 H 1.9461 4.2024 0.1599
69 H 0.5915 4.1045 2.8563
70 H 1.4018 5.5098 2.1579
71 C -6.5096 2.4435 4.5920
72 O -5.7599 1.3241 4.0586
73 C -5.5908 0.2963 4.9933
74 C -4.6491 -0.8481 4.5342
75 O -3.2296 -0.5068 4.7847
76 C -2.6908 -0.7763 6.1207
77 C -1.2434 -0.5230 6.1463
78 O -0.6767 -1.0064 7.3936
79 C 0.7202 -1.1010 7.2376
80 H -7.5406 2.1709 4.8173
81 H -6.5397 3.3225 3.9481
82 H -6.1114 2.7547 5.5577
83 H -6.5443 -0.1218 5.3162
84 H -5.1512 0.7048 5.9033
85 H -4.7060 -0.9319 3.4489
86 H -4.8059 -1.8276 4.9860
87 H -2.7758 -1.8396 6.3450
88 H -3.2437 -0.2229 6.8797
89 H -1.0978 0.5284 5.8980
90 H -0.8179 -1.2108 5.4155
91 H 1.1673 -1.5703 8.1140
92 H 1.2498 -0.1528 7.1454
93 H 1.0274 -1.6808 6.3672
94 C -0.6837 -5.9242 0.7608
95 O 0.5372 -6.0056 1.4617
96 C 0.7627 -4.9796 2.4188
97 C -0.3725 -4.5599 3.4196
98 O -1.3872 -3.8888 2.8555
99 C -2.5420 -3.6887 3.6059
100 C -3.7034 -3.4423 2.6384
101 O -3.9079 -4.5103 1.6226
102 C -4.8261 -4.1352 0.6562
103 H -1.6028 -5.9668 1.3452
104 H -0.7491 -6.7426 0.0438
105 H -0.7144 -5.0557 0.1029
106 H 1.1992 -4.1701 1.8338
107 H 1.6058 -5.1619 3.0852
108 H 0.0338 -3.9057 4.1910
109 H -0.7677 -5.4946 3.8174
110 H -2.3845 -2.8287 4.2567
111 H -2.7028 -4.6118 4.1629
112 H -3.4771 -2.4957 2.1475
113 H -4.6157 -3.3037 3.2186
114 H -4.9869 -4.8985 -0.1051
115 H -4.4458 -3.2829 0.0931
116 H -5.8211 -4.0501 1.0932
117 C -0.0419 3.3620 -2.8256
118 O -0.2412 3.1143 -4.2298
119 C -1.4643 3.7330 -4.7004
120 C -1.7725 3.2853 -6.1312
121 O -0.9331 3.9401 -7.0732
122 C -1.4185 3.9475 -8.4205
123 C -1.0038 2.6914 -9.2769
124 O 0.3640 2.6969 -9.7277
125 C 1.3072 2.9243 -8.6787
126 H 0.8811 2.9358 -2.4325
127 H -0.8206 2.9018 -2.2173
128 H -0.0710 4.4346 -2.6339
129 H -1.3993 4.8210 -4.7127
130 H -2.3388 3.5074 -4.0901
131 H -2.8276 3.5172 -6.2769
132 H -1.5972 2.2347 -6.3624
133 H -1.0857 4.8604 -8.9144
134 H -2.5042 4.0427 -8.4027
135 H -1.6096 2.5976 -10.1782
136 H -1.2044 1.8287 -8.6417
137 H 1.1860 2.1027 -7.9727
138 H 1.1701 3.8800 -8.1728
139 H 2.3274 2.9787 -9.0586
140 C 1.1666 -1.6046 -2.5964
141 O 0.5156 -0.3459 -2.7160
142 C -0.7597 -0.2567 -2.0579
143 C -0.6067 0.2002 -0.6090
144 O -0.1070 -0.8551 0.1937
145 C -0.2707 -0.6813 1.5948
146 C 0.0133 0.6866 2.2605
147 O -0.9857 1.6751 1.9884
148 C -2.2085 1.5315 2.7285
149 H 1.1523 -1.9192 -1.5529
150 H 2.1423 -1.5234 -3.0754
151 H 0.6638 -2.4061 -3.1376
152 H -1.2934 -1.2039 -1.9800
153 H -1.4362 0.3873 -2.6196
154 H -1.5531 0.6356 -0.2885
155 H 0.1068 1.0218 -0.6734
156 H 0.4563 -1.3954 1.9817
157 H -1.1972 -1.0740 2.0137
158 H 0.9387 1.0152 1.7874
159 H 0.2603 0.4968 3.3050
160 H -1.8550 1.5550 3.7593
161 H -2.6337 0.5992 2.3568
162 H -2.8583 2.3776 2.5048
163 C -3.1359 8.2980 0.3351
164 O -2.6303 7.3259 1.2195
165 C -2.0603 6.2175 0.5215
166 C -3.1061 5.1421 0.1219
167 O -3.6883 4.4020 1.2352
168 C -4.8105 3.5968 0.9383
169 C -6.2009 4.3011 0.6558
170 O -6.8271 5.0386 1.7299
171 C -5.9297 5.8641 2.4747
172 H -3.3529 9.2727 0.7719
173 H -4.1374 7.9289 0.1139
174 H -2.4836 8.4251 -0.5289
175 H -1.3754 5.7138 1.2036
176 H -1.4438 6.5116 -0.3280
177 H -2.5328 4.4807 -0.5277
178 H -3.8815 5.5926 -0.4977
179 H -4.9417 3.0372 1.8644
180 H -4.5797 2.8577 0.1711
181 H -6.9060 3.5473 0.3054
182 H -6.1853 4.9503 -0.2196
183 H -6.4458 6.5186 3.1771
184 H -5.2869 6.3982 1.7748
185 H -5.2365 5.1960 2.9858
186 C 2.8310 -4.9660 -2.3471
187 O 3.8502 -5.7113 -1.5986
188 C 4.9493 -6.1338 -2.4311
189 C 5.8829 -7.1979 -1.7288
190 O 6.8797 -7.5533 -2.7138
191 C 8.0272 -8.2097 -2.1499
192 C 9.2493 -7.9040 -3.0150
193 O 9.2255 -8.4351 -4.2617
194 C 8.2243 -7.8508 -5.1064
195 H 2.2663 -5.6875 -2.9376
196 H 3.2670 -4.2405 -3.0339
197 H 2.2027 -4.4609 -1.6135
198 H 5.4586 -5.2536 -2.8237
199 H 4.5138 -6.6150 -3.3069
200 H 5.3162 -8.0780 -1.4248
201 H 6.2890 -6.7912 -0.8027
202 H 7.7525 -9.2645 -2.1423
203 H 8.3058 -7.8486 -1.1599
204 H 10.0693 -8.3212 -2.4304
205 H 9.3390 -6.8180 -3.0419
206 H 8.3433 -8.0866 -6.1639
207 H 8.3289 -6.7666 -5.0655
208 H 7.2102 -8.1751 -4.8729

Its total charge is 0. The HOMO energy comes out at -9.12 eV. The spin multiplicity is 1. As for the relative energy (zero: lowest compared OMol25 entry of this formula, charge and spin): 0.000 eV. As for the frontier orbital gap: 9.485 eV.

These are the Mulliken partial charges, in e, on atoms 1 to 99: C -1.283; C 1.007; O -0.292; C 0.427; O -0.558; C 0.775; F -0.169; F -0.232; F -0.266; H 0.416; H 0.194; H 0.308; H -0.380; H 0.079; C -1.202; C -0.115; O -0.204; C 0.325; O -0.559; C 0.906; F -0.273; F -0.255; F -0.219; H 0.340; H 0.327; H 0.349; H 0.219; H 0.330; C -0.097; C -0.679; O -0.267; C 0.548; O -0.546; C 0.740; F -0.269; F -0.187; F -0.264; H 0.334; H -0.082; H 0.059; H 0.316; H 0.413; C -0.287; C -0.475; O -0.271; C 0.383; O -0.604; C 0.906; F -0.240; F -0.197; F -0.270; H -0.461; H 0.285; H 0.597; H 0.305; H 0.250; C -0.760; C -0.025; O -0.418; C 0.566; O -0.574; C 0.818; F -0.250; F -0.221; F -0.243; H -0.006; H -0.115; H 0.573; H 0.131; H 0.541; C -0.797; O -0.064; C -0.881; C -0.205; O 0.464; C -1.151; C 0.555; O -0.485; C -0.449; H 0.360; H 0.128; H 0.354; H 0.504; H 0.295; H -0.323; H 0.478; H 0.346; H 0.353; H 0.214; H -0.238; H 0.372; H 0.276; H 0.055; C -0.543; O -0.487; C -0.429; C -0.654; O 0.339; C -0.556